The following is a DFT calculation (ωB97M-V/def2-TZVPD) of a structure of composition C35H43Ge2N2O4PRuS2.

Values from the calculation:
Multiplicity: 2
Total charge: -1
Relative energy (zero: lowest compared OMol25 entry of this formula, charge and spin): 32.31 kcal/mol
Frontier orbital gap (alpha / beta): 0.2904 / 0.2765 Eh
HOMO energy (alpha / beta): -5.44 / -5.28 eV

Each line ends with the Löwdin charge.
Atoms and positions in Å:
Ru  -1.374  -0.140  -0.345  0.7439
C  -0.965  2.525  2.337  -0.0057
C  -2.145  1.654  2.139  -0.3763
N  -2.325  0.706  1.238  0.0067
C  -3.521  0.080  1.524  -0.1161
C  -4.088  0.691  2.605  -0.0933
N  -3.209  1.675  2.965  0.1746
C  -5.341  0.503  3.370  -0.4965
O  -6.143  -0.445  2.957  0.1228
O  -5.575  1.232  4.313  0.0777
C  -3.928  -1.120  0.735  -0.5596
O  -5.015  -1.662  1.013  0.0326
O  -3.116  -1.497  -0.158  -0.1122
H  -0.356  2.545  1.439  0.0131
H  -0.359  2.122  3.151  0.0736
H  -1.270  3.545  2.578  0.0941
H  -3.337  2.249  3.783  0.1721
H  -5.764  -0.925  2.132  0.0650
C  -0.206  -2.702  -3.675  -0.1720
C  -0.906  -1.982  -2.520  -0.3598
Ge  -1.580  -0.234  -3.196  0.8138
C  -2.682  -0.601  -4.804  -0.3369
C  -1.956  -0.458  -6.139  -0.1961
C  0.037  0.731  -3.708  -0.2051
C  0.810  1.409  -2.846  -0.3358
Ge  0.216  1.654  -0.942  0.8505
C  -0.713  3.448  -0.950  -0.3741
C  -0.046  4.725  -0.445  -0.1800
C  1.894  1.633  0.161  -0.3748
C  2.471  2.887  0.812  -0.1766
C  2.079  2.013  -3.325  -0.2421
C  2.537  3.220  -2.798  -0.0515
C  3.710  3.809  -3.244  -0.0848
C  4.472  3.188  -4.223  -0.1088
C  4.045  1.974  -4.745  -0.0957
C  2.868  1.394  -4.300  -0.0454
H  0.197  -3.666  -3.358  0.0659
H  0.628  -2.113  -4.064  0.0598
H  -0.893  -2.892  -4.504  0.0548
H  -0.176  -1.866  -1.710  -0.0132
H  -1.732  -2.573  -2.120  0.0583
H  -3.524  0.094  -4.760  0.0548
H  -3.107  -1.603  -4.699  0.0593
H  -1.628  0.571  -6.300  0.0599
H  -2.595  -0.730  -6.983  0.0593
H  -1.064  -1.087  -6.190  0.0526
H  0.343  0.689  -4.755  0.0492
H  -1.640  3.284  -0.392  0.0373
H  -1.027  3.586  -1.988  0.0534
H  0.228  4.655  0.609  0.0424
H  -0.719  5.582  -0.545  0.0643
H  0.863  4.974  -0.994  0.0435
H  2.647  1.176  -0.489  0.0586
H  1.704  0.887  0.936  -0.0041
H  2.714  3.675  0.098  0.0459
H  3.393  2.646  1.350  0.0649
H  1.786  3.321  1.544  0.0441
H  1.957  3.708  -2.027  0.0656
H  4.030  4.753  -2.819  0.0993
H  5.396  3.637  -4.566  0.0926
H  4.640  1.467  -5.495  0.0958
H  2.569  0.431  -4.695  0.1038
S  -0.993  -0.732  4.057  0.2719
P  0.183  -1.766  2.870  0.1130
S  0.220  -1.501  0.851  0.3083
C  1.941  -1.567  3.358  -0.3905
C  2.300  -0.726  4.402  -0.1132
C  3.637  -0.573  4.749  -0.0931
C  4.618  -1.268  4.060  -0.1010
C  4.262  -2.117  3.017  -0.0894
C  2.932  -2.262  2.665  -0.1049
C  -0.074  -3.552  3.164  -0.3838
C  -0.485  -4.417  2.159  -0.1012
C  -0.701  -5.760  2.443  -0.0874
C  -0.497  -6.242  3.725  -0.1001
C  -0.085  -5.378  4.734  -0.0913
C  0.118  -4.038  4.456  -0.1012
H  1.521  -0.194  4.933  0.0556
H  3.909  0.090  5.561  0.0968
H  5.660  -1.149  4.328  0.0950
H  5.024  -2.661  2.474  0.0982
H  2.655  -2.907  1.839  0.0942
H  -0.643  -4.030  1.160  0.0656
H  -1.034  -6.426  1.657  0.0993
H  -0.667  -7.289  3.945  0.0951
H  0.067  -5.749  5.740  0.0974
H  0.414  -3.356  5.245  0.1008
C  -2.506  0.777  -1.813  -0.4185
H  -3.557  0.501  -1.701  0.0020
H  -2.427  1.835  -2.054  -0.0270

Cartesian forces, eV/Å:
Ru -0.016 -0.357 0.277
C 0.082 -0.035 -0.079
C -0.112 -0.056 -0.003
N 0.054 -0.010 -0.115
C 0.108 0.012 -0.090
C 0.109 -0.110 -0.105
N -0.028 0.051 0.016
C -0.018 0.109 0.016
O -0.091 0.043 -0.073
O 0.003 -0.064 -0.014
C -0.066 -0.059 -0.089
O -0.121 0.090 -0.004
O 0.093 0.278 0.233
H -0.030 -0.024 0.049
H -0.001 -0.021 0.022
H 0.005 -0.001 0.010
H -0.022 -0.003 -0.011
H 0.126 -0.169 0.143
C 0.076 -0.063 0.008
C -0.133 0.071 0.020
Ge -0.199 0.176 -0.385
C 0.011 -0.032 0.088
C 0.048 0.012 -0.054
C -0.002 0.045 0.005
C -0.130 -0.077 -0.106
Ge 0.035 0.144 0.092
C -0.011 -0.028 -0.038
C 0.008 0.037 0.033
C -0.018 -0.139 -0.015
C 0.003 0.085 0.034
C 0.089 0.030 0.043
C -0.001 0.034 -0.027
C -0.014 -0.016 -0.002
C 0.013 -0.011 -0.020
C 0.035 0.044 0.009
C -0.001 -0.041 0.052
H -0.009 0.005 0.006
H -0.010 0.012 -0.004
H -0.013 0.017 0.009
H -0.020 0.052 0.063
H 0.004 -0.009 -0.018
H -0.010 -0.015 -0.009
H 0.018 -0.005 0.005
H 0.012 0.003 0.013
H -0.019 0.001 0.009
H -0.003 -0.016 0.007
H 0.054 0.015 -0.007
H 0.010 -0.013 0.002
H 0.037 0.019 -0.011
H 0.010 0.002 -0.020
H -0.009 -0.004 -0.009
H -0.009 0.008 0.021
H -0.004 0.039 -0.026
H -0.014 0.026 -0.007
H -0.010 -0.020 -0.054
H 0.005 -0.007 -0.001
H 0.000 -0.015 -0.002
H -0.017 -0.024 -0.007
H 0.017 -0.001 -0.005
H -0.003 0.004 -0.003
H 0.007 0.004 -0.002
H -0.049 -0.001 0.018
S -0.011 0.042 -0.047
P 0.086 -0.031 0.161
S 0.128 -0.049 0.117
C -0.007 0.039 0.002
C -0.049 -0.026 -0.045
C 0.035 -0.005 0.006
C 0.004 0.003 0.000
C 0.026 0.012 0.009
C -0.048 -0.013 -0.001
C -0.028 -0.003 -0.062
C -0.003 0.044 -0.004
C -0.002 -0.013 0.009
C -0.006 -0.005 0.009
C -0.012 -0.033 -0.006
C 0.012 0.022 -0.007
H -0.006 0.006 0.003
H 0.004 0.000 0.000
H 0.001 -0.001 0.006
H 0.007 0.005 0.000
H -0.006 -0.002 0.006
H -0.007 -0.009 0.009
H 0.002 -0.004 -0.001
H 0.006 -0.003 0.002
H 0.001 -0.004 0.002
H 0.008 0.005 -0.003
C 0.075 -0.049 -0.149
H 0.004 0.003 0.020
H -0.071 0.043 0.072